Density functional theory data (ωB97M-V/def2-TZVPD) for a 5-piece molecular cluster, C18H48N2O9 overall.

Positions of all 77 atoms, in Å:
C1 -3.4782 1.5072 2.7930
O1 -3.8354 0.5636 3.7805
C2 -3.3008 -0.7462 3.4763
C3 -1.8646 -0.9199 4.1129
N1 -1.3958 -2.3162 3.9637
C4 -0.0284 -2.4654 4.5297
C5 1.0385 -2.3832 3.3997
O2 2.1900 -1.9908 3.6544
C6 3.3350 -2.0324 2.9689
H1 -2.3421 1.4841 2.7249
H2 -3.7389 2.5232 3.0353
H3 -3.9161 1.1333 1.8826
H4 -3.2630 -1.0966 2.3911
H5 -3.9870 -1.5471 4.0036
H6 -2.0474 -0.6842 5.1923
H7 -1.1118 -0.2233 3.6652
H8 -1.3780 -2.4656 2.9046
H9 0.0340 -3.4835 4.8291
H10 0.0448 -2.0053 5.5043
H11 0.7796 -1.7132 2.5735
H12 1.1473 -3.3580 2.9609
H13 3.3195 -1.1908 2.2873
H14 3.4475 -3.0724 2.5617
H15 4.0700 -1.7743 3.6731
C7 1.7214 -2.6163 -0.0896
O3 0.9365 -2.5434 -1.2775
C8 1.2796 -1.4780 -2.1342
C9 0.2520 -1.1839 -3.1812
N2 0.8242 -0.0344 -3.8996
C10 0.0447 0.5102 -4.9718
C11 0.5822 1.7770 -5.5412
O4 -0.0173 2.5125 -6.3794
C12 0.8872 3.2305 -7.2604
H16 1.2625 -3.4370 0.6050
H17 1.6428 -1.6779 0.3922
H18 2.7273 -3.0190 -0.3729
H19 2.2731 -1.7020 -2.4914
H20 1.3809 -0.5456 -1.5196
H21 -0.7415 -1.1350 -2.7647
H22 0.3019 -2.0498 -3.9059
H23 1.7859 -0.0905 -4.2156
H24 -0.9786 0.8081 -4.6381
H25 -0.1024 -0.1303 -5.7912
H26 1.4863 1.3997 -6.0100
H27 0.9412 2.4525 -4.7780
H28 1.4601 2.5819 -7.9828
H29 1.6983 3.6544 -6.6636
H30 0.2615 4.0280 -7.7322
C13 -0.7963 3.0664 -0.3859
C14 -0.1458 2.5959 -1.5740
O5 -0.9223 1.5709 -2.1588
H31 -1.3162 2.1981 -0.0001
H32 -1.5567 3.8443 -0.5550
H33 -0.0937 3.4376 0.3863
H34 0.7495 2.1424 -1.4060
H35 0.0218 3.3772 -2.3118
H36 -0.3649 1.0419 -2.6714
C15 -2.7560 -0.7528 -0.4187
C16 -1.4676 -0.6651 0.2483
O6 -1.2016 -1.9672 0.7220
O7 -3.1719 0.5135 -0.7556
H37 -3.6257 -1.1674 0.1452
H38 -2.7062 -1.4939 -1.2165
H39 -1.4775 -0.0419 1.1298
H40 -0.6481 -0.3922 -0.3562
H41 -1.0202 -2.5035 -0.0763
H42 -2.3298 0.9547 -1.0383
C17 2.2797 1.3271 2.8074
C18 1.4420 1.1421 1.6704
O8 1.9572 1.9377 0.6784
O9 1.6569 0.6654 3.9259
H43 2.3557 2.3443 3.1065
H44 3.2476 0.8365 2.7623
H45 0.4551 1.5259 1.9146
H46 1.4231 0.1506 1.1483
H47 2.6860 1.5486 0.3054
H48 1.6978 -0.2916 3.7085

Cartesian forces (eV/Å) of the 3 atoms listed first:
C 2.116 -1.192 -0.004
O 0.062 -1.127 -0.037
C -0.090 -1.746 1.143

Output
HOMO level (Eh): -0.313
Orbital gap (eV): 8.78
Energy above the lowest of the compared OMol25 structures with the same formula, charge and spin (kcal per mole): 0.00